{"formula": "C15H30CrF14NO19P2S2", "method": "wB97M-V/def2-TZVPD", "symbols": ["Cr", "P", "F", "F", "F", "F", "F", "F", "P", "F", "F", "F", "F", "F", "F", "N", "S", "O", "O", "F", "S", "O", "O", "F", "C", "O", "C", "O", "O", "C", "H", "H", "H", "H", "H", "H", "C", "O", "C", "O", "O", "C", "H", "H", "H", "H", "H", "H", "C", "O", "C", "O", "O", "C", "H", "H", "H", "H", "H", "H", "C", "O", "C", "O", "O", "C", "H", "H", "H", "H", "H", "H", "C", "O", "C", "O", "O", "C", "H", "H", "H", "H", "H", "H"], "xyz": [[-6.875, -12.966, 17.694], [-3.934, -12.564, 20.027], [-4.463, -13.723, 21.116], [-5.317, -12.885, 19.111], [-4.767, -11.495, 20.905], [-3.623, -11.295, 19.011], [-2.529, -12.334, 20.774], [-3.098, -13.720, 19.221], [-10.530, -10.537, 18.598], [-9.353, -11.641, 18.739], [-10.215, -10.008, 20.098], [-9.514, -9.412, 17.994], [-11.766, -9.531, 18.313], [-10.817, -11.059, 17.024], [-11.602, -11.677, 19.171], [-6.344, -14.749, 17.264], [-5.742, -16.145, 17.801], [-4.337, -16.438, 17.730], [-6.684, -17.187, 17.961], [-5.838, -15.730, 19.340], [-6.233, -15.522, 15.666], [-7.148, -16.624, 15.318], [-4.885, -15.460, 15.093], [-6.844, -14.284, 14.869], [-9.200, -12.014, 13.436], [-8.432, -10.965, 14.028], [-7.831, -11.034, 15.250], [-7.712, -12.032, 15.952], [-7.221, -9.811, 15.540], [-7.191, -8.654, 14.729], [-9.513, -11.632, 12.464], [-10.131, -12.242, 13.955], [-8.579, -12.900, 13.302], [-6.253, -8.125, 14.894], [-7.960, -7.975, 15.097], [-7.191, -8.750, 13.644], [-3.857, -10.405, 13.872], [-4.704, -11.185, 14.681], [-4.337, -12.021, 15.686], [-5.109, -12.465, 16.502], [-3.115, -12.483, 15.490], [-2.624, -13.636, 16.070], [-4.471, -9.752, 13.252], [-3.217, -10.937, 13.168], [-3.198, -9.740, 14.430], [-2.018, -13.291, 16.908], [-1.983, -14.268, 15.455], [-3.257, -14.353, 16.593], [-7.158, -8.506, 20.924], [-7.267, -9.708, 20.099], [-6.539, -9.936, 18.947], [-6.734, -10.975, 18.252], [-5.724, -8.859, 18.710], [-4.877, -8.831, 17.554], [-7.009, -7.594, 20.345], [-6.317, -8.649, 21.602], [-8.090, -8.400, 21.480], [-4.401, -9.788, 17.342], [-4.040, -8.139, 17.645], [-5.424, -8.542, 16.656], [-9.121, -15.797, 21.884], [-8.420, -15.130, 20.785], [-8.105, -13.825, 20.707], [-7.624, -13.347, 19.694], [-8.249, -13.252, 21.909], [-8.100, -11.816, 22.113], [-9.926, -15.148, 22.232], [-8.424, -16.160, 22.638], [-9.534, -16.719, 21.475], [-8.307, -11.473, 23.127], [-8.683, -11.257, 21.380], [-7.052, -11.605, 21.902], [-10.680, -15.591, 18.803], [-10.899, -15.080, 17.491], [-10.040, -14.251, 16.948], [-8.914, -13.948, 17.380], [-10.523, -13.803, 15.805], [-11.487, -14.552, 15.050], [-10.764, -14.828, 19.578], [-9.713, -16.094, 18.834], [-11.501, -16.281, 18.992], [-11.409, -14.426, 13.970], [-12.513, -14.282, 15.298], [-11.521, -15.615, 15.288]], "lowdin_charge": [1.17, 0.32, -0.17, -0.23, -0.14, -0.15, -0.14, -0.14, 0.25, -0.16, -0.15, -0.16, -0.16, -0.20, -0.19, -0.32, 0.46, -0.19, -0.21, -0.18, 0.65, -0.22, -0.24, -0.18, -0.01, 0.01, -0.40, 0.03, -0.02, -0.05, 0.10, 0.09, 0.10, 0.08, 0.11, 0.10, -0.04, 0.01, -0.49, 0.06, 0.05, -0.05, 0.09, 0.10, 0.10, 0.10, 0.11, 0.07, 0.01, -0.04, -0.38, -0.01, 0.02, -0.01, 0.10, 0.10, 0.10, 0.08, 0.11, 0.07, 0.01, -0.02, -0.50, 0.04, 0.02, 0.02, 0.10, 0.10, 0.09, 0.10, 0.07, 0.08, 0.00, 0.03, -0.52, 0.03, 0.01, -0.02, 0.10, 0.10, 0.11, 0.09, 0.10, 0.10], "charge": 0, "homo_ev": [-11.18, -11.29], "energy_ev": -163155.0075, "s2": 3.76, "spin_multiplicity": 4, "orbital_gap_ev": [7.70, 8.89]}